C4F12N2O8S4Tl | ωB97M-V/def2-TZVPD

Structure (XYZ):
```
31
C4F12N2O8S4Tl, DFT ωB97M-V/def2-TZVPD
Tl -0.03 -0.88 0.15
C -3.90 0.46 1.21
F -4.49 -0.15 0.25
F -4.72 1.37 1.71
F -3.66 -0.52 2.05
S -2.12 1.16 0.66
O -1.97 0.86 -0.80
O -2.21 2.58 1.03
N -0.94 0.15 1.46
S -0.72 0.88 2.82
O 0.18 2.04 2.82
O -1.98 1.22 3.50
C 0.14 -0.40 4.06
F -0.50 -1.59 4.03
F 1.42 -0.60 3.87
F 0.15 0.11 5.32
C 2.51 -2.71 -2.26
F 1.79 -2.40 -3.35
F 1.87 -3.72 -1.64
F 3.76 -3.01 -2.60
S 2.60 -1.15 -0.99
O 2.44 -1.67 0.35
O 3.91 -0.58 -1.25
N 1.17 -0.27 -1.39
S 1.72 0.80 -2.42
O 2.30 2.04 -1.81
O 2.47 0.22 -3.54
C 0.01 1.34 -3.17
F -0.82 1.72 -2.18
F 0.19 2.37 -4.01
F -0.56 0.32 -3.87
```

Output
- charge = +1
- Kohn-Sham gap (Eh) = 0.2194

Atom charges from the Mulliken analysis, given in e for atoms 1 to 6: number 1, Tl, carries 0.81; number 2, C, carries 0.81; number 3, F, carries -0.19; number 4, F, carries -0.17; number 5, F, carries -0.23; number 6, S, carries 0.89